This record from the OMol25 dataset describes a molecular structure, C25H34AsF6LaN4O2PS3 at a distorted geometry. The level of theory is wB97M-V/def2-TZVPD.

Values from the calculation:
energy	-5745.3145	a.u.
HOMO level (spin up / spin down)	-7.91 / -7.86	eV
multiplicity	2
maximum force	2.0	eV/Å
<S²>	0.756

Each line ends with the Löwdin spin population.
Positions of all 77 atoms, in Å:
La  -3.007361  14.708409  9.723129  0.021
S  2.036595  16.523103  10.715553  0.733
C  0.471385  16.163733  10.245877  0.024
S  0.085992  14.490043  10.248632  0.105
S  -0.652114  17.377564  9.816662  0.104
C  -2.220110  11.848336  7.658873  0.000
N  -2.455299  11.817955  9.123054  0.001
C  -1.273648  11.284536  9.815809  0.001
C  -3.671895  10.999417  9.420830  0.000
C  -5.015704  11.681158  9.166856  0.000
N  -5.367401  12.711359  10.174422  0.000
C  -6.689998  13.264166  9.876205  0.000
C  -5.392317  12.178989  11.538055  0.000
H  -2.068089  10.840966  7.230738  0.000
H  -1.300279  12.410144  7.481434  0.000
H  -3.064076  12.295590  7.131128  0.000
H  -0.978993  10.281274  9.470553  0.000
H  -1.456139  11.298382  10.884790  0.000
H  -0.410425  11.921036  9.611690  0.000
H  -3.584895  10.697825  10.464814  0.000
H  -3.631908  10.072969  8.839066  0.000
H  -5.795018  10.897616  9.177588  0.000
H  -5.062412  12.139239  8.167866  0.000
H  -7.465984  12.492181  9.978736  0.000
H  -6.713552  13.632150  8.839620  0.000
H  -6.879949  14.105178  10.549406  0.000
H  -6.073836  11.310339  11.624502  0.000
H  -5.751496  12.961479  12.205009  0.000
H  -4.392161  11.862031  11.865765  0.000
C  -1.576381  14.803058  5.496117  0.001
P  -1.543778  15.858004  6.971939  0.003
C  0.205828  16.348824  6.986933  0.000
C  1.115148  15.354095  7.317551  0.000
C  2.470487  15.640919  7.405279  0.000
C  2.916892  16.921055  7.139312  0.000
C  2.013150  17.917383  6.808962  0.000
C  0.647854  17.637899  6.712803  0.000
C  -2.440712  17.343091  6.383659  0.000
C  -3.247272  17.297410  5.244590  0.000
C  -4.013702  18.400097  4.868004  0.000
C  -4.041234  19.535358  5.666651  0.000
C  -3.329588  19.569693  6.851489  0.000
C  -2.499219  18.509781  7.177758  0.001
H  -2.579803  14.377563  5.389611  0.000
H  -0.874021  13.949087  5.611392  0.000
H  -1.306540  15.341985  4.586736  0.000
H  0.756553  14.359750  7.606058  0.000
H  3.189947  14.872209  7.706532  0.000
H  3.990439  17.136393  7.162056  0.000
H  2.362168  18.926222  6.604733  0.000
H  -0.037562  18.417006  6.346474  0.000
H  -3.269595  16.423816  4.588269  0.000
H  -4.597160  18.385035  3.953345  0.000
H  -4.592863  20.429969  5.342694  0.000
H  -3.387481  20.431163  7.497333  0.000
H  -1.899050  18.564283  8.075206  0.001
F  -2.844764  13.825661  12.099640  0.001
As  -3.552345  15.293559  13.017943  0.000
F  -2.614485  16.211725  11.823383  0.001
F  -4.764130  15.246496  11.641492  0.000
F  -4.207248  16.785688  13.621705  0.000
F  -4.530744  14.258186  13.985116  0.000
F  -2.135748  15.261653  14.035469  0.000
C  -6.505876  18.215631  8.473592  0.000
N  -5.964610  17.084132  7.716503  0.000
C  -6.679106  16.611767  6.645232  0.000
C  -6.336448  15.439326  6.070598  0.000
C  -5.225582  14.628278  6.643567  0.000
O  -4.874973  13.519159  6.210287  0.000
N  -4.544852  15.169051  7.728165  0.000
C  -4.910578  16.358553  8.277940  0.000
O  -4.254036  16.762166  9.307789  0.002
H  -7.123724  18.840790  7.833961  0.000
H  -5.663789  18.774541  8.890751  0.000
H  -7.091714  17.848906  9.335328  0.000
H  -7.464243  17.300875  6.316403  0.000
H  -6.893142  15.099828  5.190938  0.000

Force components x, y, z for each atom (eV/Å):
La 0.9 -0.1 0.1
S 0.2 0.3 0.1
C -1.6 0.1 -0.3
S -0.2 0.2 0.1
S 0.9 -0.9 0.8
C 0.2 -0.2 0.3
N -0.7 0.2 -0.5
C 0.1 0.2 -0.3
C 0.6 0.2 0.1
C -0.2 0.0 0.2
N 0.7 0.1 -0.4
C 0.3 0.2 -0.5
C 0.1 -0.3 0.1
H 0.0 0.1 0.3
H -0.1 0.1 -0.1
H 0.1 0.2 0.1
H -0.4 0.0 0.1
H 0.0 -0.1 0.2
H -0.1 0.1 0.0
H -0.1 0.0 0.0
H 0.0 0.0 -0.1
H 0.1 0.0 0.0
H 0.1 0.0 0.2
H 0.0 0.1 0.1
H 0.0 -0.1 0.3
H -0.1 -0.2 -0.1
H 0.1 0.2 -0.1
H 0.1 -0.1 0.0
H -0.4 0.3 0.0
C 0.0 -0.9 -0.3
P 0.1 0.1 0.2
C -0.3 0.1 -0.4
C 0.2 -0.4 0.3
C 0.2 -0.4 0.0
C 0.5 0.2 -0.1
C -0.4 0.3 -0.2
C 0.4 0.3 -0.5
C -0.5 0.4 0.2
C 0.0 0.0 -0.4
C 0.0 0.1 0.2
C -0.5 0.4 -0.5
C 0.4 -0.2 -0.1
C -0.1 -0.5 0.0
H 0.1 0.0 -0.1
H -0.4 0.6 0.1
H 0.0 0.0 0.1
H 0.2 0.4 -0.3
H -0.4 0.2 -0.2
H -0.4 0.0 0.1
H 0.0 -0.2 0.0
H 0.3 -0.4 0.5
H 0.0 0.2 0.3
H 0.1 -0.1 0.0
H 0.1 -0.5 0.2
H 0.1 0.1 0.1
H -0.1 0.0 0.0
F -0.6 0.6 0.6
As 0.8 0.5 -0.4
F -0.2 -0.2 0.2
F 0.4 -0.2 1.1
F 0.3 -1.3 -0.2
F 0.5 0.6 -0.5
F -1.5 -0.1 -0.5
C 0.5 -0.2 0.8
N 0.4 0.2 1.3
C 0.8 -0.5 -0.1
C -0.2 -0.1 -0.1
C 0.2 -0.3 -0.2
O -0.5 0.9 0.2
N -1.0 0.7 0.0
C 0.2 -0.2 -0.3
O -1.3 -0.1 -1.5
H 0.1 0.0 0.0
H -0.2 0.1 -0.2
H 0.1 0.2 -0.4
H 0.2 -0.6 0.0
H 0.4 -0.1 0.4

This record from the OMol25 dataset describes a molecular structure, C25H34N4O4S at a distorted geometry. The level of theory is wB97M-V/def2-TZVPD.

Values from the calculation:
energy	-1890.3151	a.u.
HOMO level	-8.42	eV
maximum force	18.8	eV/Å

Each line ends with the Mulliken charge.
Positions of all 68 atoms, in Å:
C  -0.039206  -2.691924  -3.557431  -1.441
C  -0.983749  -2.808808  -2.581731  1.038
C  -0.648222  -3.471722  -1.368524  -0.393
C  -1.527112  -3.445217  -0.230492  0.203
C  -2.656258  -2.891080  -0.401800  0.301
C  -3.223134  -2.358806  -1.528578  -1.385
C  -2.384349  -2.183758  -2.504873  -0.618
H  -2.448006  -1.976189  -3.541954  0.462
H  -4.131338  -2.154487  -1.696398  0.832
H  -3.548763  -3.048339  0.393967  0.091
O  -1.373445  -4.156269  1.131541  -0.530
C  0.127290  -4.343731  1.499470  -1.732
H  0.226452  -4.382508  2.435287  0.763
C  0.851106  -3.019755  1.205709  0.559
O  2.192306  -3.006387  0.860743  -0.674
N  0.123899  -1.758622  1.632559  -0.080
C  0.535431  -0.343686  1.118226  0.040
C  0.956535  -0.218737  -0.091284  -0.376
C  1.171217  0.878440  -0.717868  0.073
C  0.687317  2.066377  0.222826  -1.231
C  0.447158  1.830765  1.515578  -0.604
C  0.048781  0.524456  2.120206  1.295
N  -0.373630  0.218227  3.266325  0.110
C  0.303347  -0.524807  4.241453  -0.182
C  1.599209  0.068182  5.004489  -1.198
N  0.668246  1.260771  5.705831  -0.313
C  1.565635  2.180794  6.721980  -1.013
H  1.941411  1.140297  7.362604  0.269
H  0.785912  2.754198  7.388887  0.345
H  2.235624  2.655136  6.200000  0.425
C  -0.028272  2.048108  4.868403  -0.105
C  -0.845506  1.317605  4.029075  -1.723
H  -1.565880  1.947029  3.286508  0.480
H  -1.622139  0.939051  4.686364  0.604
H  -0.605353  2.933843  5.515772  0.343
H  0.561377  2.570582  4.213357  0.435
H  2.122372  -0.404085  5.681173  0.619
H  1.915360  0.871895  4.382364  0.560
H  1.032454  -1.302997  3.631634  0.055
H  -0.353083  -1.143598  4.944648  0.315
H  -0.013602  2.846330  2.017352  0.166
H  0.675328  3.073248  -0.059379  0.528
S  1.656326  1.344136  -2.184590  1.194
O  2.814807  2.328229  -2.239110  -0.759
O  1.845170  -0.050431  -2.869351  -0.743
N  0.357361  2.233090  -2.969515  0.213
C  -0.806681  1.466292  -3.261511  -1.336
C  -0.696225  0.997541  -4.749235  0.229
C  -0.440229  1.892763  -5.618502  -0.759
C  0.674517  2.743958  -5.035418  -0.544
C  0.615696  3.207378  -3.751926  -0.966
H  1.536519  3.689598  -3.402353  0.437
H  -0.181710  3.893745  -3.829054  0.424
H  1.549853  2.268236  -5.287762  0.485
H  0.797683  3.768443  -5.926312  0.247
H  -0.628743  1.632627  -6.637683  0.415
H  -1.291553  2.702577  -5.524160  0.213
H  0.099599  0.172422  -4.613588  -0.003
H  -1.666009  0.205102  -4.909540  0.079
H  -1.110175  0.627438  -2.612698  0.211
H  -1.603174  1.988534  -3.121298  0.795
H  1.170069  -1.079906  -0.824998  0.332
H  -0.624099  -1.970684  1.933004  0.382
H  0.410360  -4.969079  0.967619  0.774
H  0.374165  -3.634428  -1.096815  0.387
H  0.685585  -1.782996  -3.366212  0.026
H  -0.447200  -2.482001  -4.482409  0.594
H  0.505365  -3.682410  -3.590604  0.361

Force components x, y, z for each atom (eV/Å):
C 5.2 0.6 -1.7
C -5.5 -0.2 8.5
C -0.1 1.4 0.9
C 4.5 -3.4 1.4
C -9.4 0.6 4.1
C 5.8 -0.9 1.0
C 6.7 -2.1 -5.3
H -1.9 1.3 -0.8
H -7.0 1.7 -0.3
H 2.6 0.3 -1.1
O 2.5 1.4 -2.1
C -7.6 13.2 -0.6
H 0.2 -1.4 7.6
C 6.0 3.8 -0.1
O -8.2 0.0 1.7
N 16.8 -0.2 -8.5
C -4.8 -5.7 8.5
C 2.2 -5.9 -5.8
C -2.8 9.5 4.8
C 2.6 -3.3 -2.5
C -4.7 2.8 3.5
C 6.2 2.7 -9.3
N -1.3 0.9 5.7
C 6.0 -7.6 -0.2
C -9.4 7.6 -3.5
N 4.2 -1.5 6.5
C -6.5 -8.1 3.7
H -0.3 3.8 -1.3
H 1.9 -0.8 -1.5
H 3.9 3.0 -2.4
C 0.0 5.0 1.8
C -9.2 0.5 -3.2
H 2.0 -0.8 1.7
H -0.4 -0.8 0.1
H 1.0 -2.4 -1.7
H 2.4 2.3 -1.7
H 2.6 -2.7 3.1
H 2.4 -0.7 -1.3
H -2.5 1.0 1.2
H 0.7 1.3 -1.1
H 1.5 -2.6 -0.8
H 0.3 1.2 -0.9
S 3.6 -1.0 -7.3
O -3.4 -2.8 0.7
O -0.5 4.5 1.7
N -0.3 -8.1 9.3
C 3.1 -4.2 -1.9
C -4.0 -13.6 9.3
C -1.6 10.7 -4.9
C 1.9 2.6 -11.4
C 2.0 6.6 -0.8
H -0.2 0.4 -0.5
H -1.3 1.6 1.1
H 2.5 -1.4 -0.1
H -0.4 -2.7 2.7
H 1.4 -0.1 -1.0
H 0.6 -1.1 -0.3
H -0.6 1.2 -0.6
H 2.0 2.3 0.0
H 1.4 -0.1 0.0
H -5.0 4.3 0.4
H -0.4 0.5 1.9
H -13.3 -2.7 4.9
H 5.2 -10.7 -8.2
H 0.8 -0.9 -0.7
H -1.0 -1.9 -0.2
H -0.9 0.3 -2.3
H -0.1 1.4 -0.3